# 1
95
Properties=species:S:1:pos:R:3:forces:R:3:nbo_charge:R:1 method="wB97M-V/def2-TZVPD" relative_energy_kj_mol=5.92 multiplicity=1 homo_lumo_gap_ev=9.650 homo_ha=-0.331
C 1.0612 1.5571 -4.0971 0.1 0.2 0.1 -0.61
H 1.4470 0.5467 -4.2199 0.0 -0.1 -0.1 0.20
C 1.8653 2.3136 -3.0459 -0.1 -0.3 0.0 -0.39
H 2.8826 2.4534 -3.4179 0.0 0.1 0.0 0.20
H 1.4262 3.3011 -2.8922 0.1 0.1 0.0 0.21
C 1.9442 1.5944 -1.6938 0.0 0.3 -0.1 -0.21
C 3.0513 2.2053 -0.8353 -0.1 -0.3 0.0 -0.63
H 3.0447 1.7619 0.1561 0.2 0.1 0.1 0.24
H 4.0189 2.0158 -1.2941 0.1 0.1 0.0 0.21
H 2.9228 3.2819 -0.7524 0.0 0.2 0.0 0.20
H 2.1869 0.5399 -1.8685 0.0 0.0 0.0 0.20
C 0.5809 1.6276 -0.9828 0.0 -0.2 -0.1 -0.08
N 0.2310 2.9669 -0.5494 0.4 0.1 0.0 -0.64
C -1.0746 3.3472 -0.5217 0.3 0.2 0.0 0.91
O -1.9494 2.8026 -1.1511 -0.4 -0.2 -0.1 -0.67
O -1.2038 4.4307 0.2620 0.1 0.0 0.0 -0.54
C -2.5074 5.0161 0.4894 -0.7 0.2 0.1 0.27
C -3.0633 5.5883 -0.8142 0.3 -0.2 0.1 -0.64
H -3.2014 4.7912 -1.5395 -0.1 0.0 0.0 0.24
H -2.3747 6.3235 -1.2255 0.0 0.1 0.0 0.21
H -4.0211 6.0654 -0.6260 -0.1 0.1 0.0 0.21
C -2.2366 6.1359 1.4957 0.1 -0.4 -0.3 -0.61
H -3.1550 6.6752 1.7078 -0.1 0.0 0.0 0.21
H -1.5023 6.8283 1.0920 0.1 0.1 0.0 0.21
H -1.8469 5.7186 2.4200 0.0 0.0 0.1 0.21
C -3.4564 3.9766 1.0859 0.2 0.0 -0.2 -0.65
H -2.9636 3.4427 1.8956 0.0 0.0 0.1 0.24
H -3.7449 3.2532 0.3289 -0.1 0.0 0.0 0.24
H -4.3475 4.4672 1.4681 -0.1 0.1 0.1 0.21
H 0.8420 3.3970 0.1279 -0.1 0.0 0.0 0.41
C 0.4875 0.6886 0.1819 -0.9 -0.5 -0.1 0.07
C -0.5921 -0.0959 0.5399 0.5 0.3 -0.1 -0.06
N -0.1904 -0.7312 1.6589 0.0 0.5 -0.7 -0.17
N 1.0433 -0.3585 1.9750 0.3 -0.6 1.0 -0.07
N 1.4517 0.4897 1.1065 0.4 0.3 -0.3 -0.27
C -0.9055 -1.7117 2.4299 -0.6 -0.2 0.5 -0.14
H -0.1699 -2.2085 3.0740 0.0 0.1 -0.2 0.24
C -1.9790 -1.0520 3.3008 0.2 0.0 0.0 -0.39
H -2.5740 -1.8431 3.7566 0.0 0.0 0.0 0.23
H -2.6395 -0.4559 2.6679 0.0 -0.1 0.0 0.24
C -1.3667 -0.1572 4.3732 0.0 0.1 -0.3 -0.51
C -0.9642 1.2100 3.8381 -0.3 -0.5 0.1 0.83
O -1.5321 1.7686 2.9338 0.0 0.1 -0.1 -0.63
O 0.0434 1.6867 4.5490 0.3 0.1 0.3 -0.52
C 0.5517 3.0360 4.3643 0.1 0.7 -0.1 0.27
C 1.7732 3.0943 5.2806 -0.4 -0.2 -0.2 -0.61
H 2.5200 2.3806 4.9437 0.1 -0.1 0.0 0.22
H 2.2016 4.0920 5.2676 0.0 0.1 0.0 0.21
H 1.4875 2.8433 6.2988 0.0 0.0 0.1 0.21
C -0.5165 4.0332 4.8129 0.1 -0.3 -0.1 -0.64
H -0.7875 3.8548 5.8515 0.0 0.0 0.1 0.21
H -1.4065 3.9304 4.1966 -0.1 0.0 -0.1 0.23
H -0.1367 5.0465 4.7159 0.1 0.1 0.0 0.22
C 0.9583 3.2835 2.9137 -0.2 -0.2 0.2 -0.66
H 1.5693 2.4576 2.5533 0.1 0.0 0.0 0.23
H 0.0765 3.3768 2.2855 0.0 0.0 -0.1 0.24
H 1.5332 4.2042 2.8542 0.1 0.1 0.0 0.21
H -2.1098 0.0352 5.1512 0.1 0.0 0.0 0.24
H -0.4977 -0.6186 4.8426 0.0 0.0 0.1 0.23
C -1.5507 -2.7325 1.4725 0.3 0.0 0.2 0.68
O -2.7565 -2.8709 1.4259 -0.3 0.2 0.1 -0.62
N -0.7128 -3.4556 0.6995 0.0 -0.3 -0.2 -0.44
C -1.2754 -4.3205 -0.3224 -0.4 0.1 -0.3 -0.24
C -0.8668 -3.8023 -1.7055 -0.3 -0.3 0.1 -0.22
N 0.5730 -3.7139 -1.7829 -0.1 0.0 -0.1 -0.46
C 1.3623 -4.5352 -2.5287 -0.1 0.3 0.1 0.91
O 2.5697 -4.5173 -2.4588 0.4 -0.2 -0.1 -0.67
O 0.6264 -5.3122 -3.3373 -0.2 0.0 0.0 -0.54
C 1.2703 -6.2010 -4.2841 0.3 -0.4 -0.4 0.28
C 2.1049 -7.2471 -3.5463 -0.1 0.3 0.0 -0.64
H 2.5156 -7.9559 -4.2595 0.0 -0.1 -0.1 0.21
H 1.4850 -7.7849 -2.8317 -0.1 -0.1 0.0 0.21
H 2.9214 -6.7665 -3.0147 0.0 -0.1 0.0 0.24
C 0.1020 -6.8646 -5.0147 0.2 0.3 0.3 -0.61
H -0.5044 -6.1109 -5.5103 -0.1 0.1 -0.1 0.21
H 0.4776 -7.5618 -5.7573 0.1 -0.1 -0.1 0.21
H -0.5245 -7.4026 -4.3079 -0.1 -0.1 0.1 0.21
C 2.1291 -5.4020 -5.2630 -0.1 0.0 0.3 -0.65
H 2.5293 -6.0659 -6.0238 0.0 -0.1 -0.1 0.21
H 1.5288 -4.6329 -5.7446 -0.1 0.1 -0.1 0.21
H 2.9533 -4.9274 -4.7379 0.0 0.0 0.0 0.24
C 1.1652 -2.8935 -0.7527 0.4 0.0 0.2 -0.23
C 0.7322 -3.3988 0.6315 0.4 0.2 -0.1 -0.23
H 1.1564 -2.7639 1.4055 0.0 -0.1 0.0 0.23
H 1.1166 -4.4168 0.7689 0.0 0.1 0.0 0.20
H 2.2498 -2.9480 -0.8546 -0.1 0.1 0.0 0.25
H 0.8387 -1.8570 -0.8925 0.0 -0.1 0.1 0.20
H -1.2874 -2.8015 -1.8571 -0.1 -0.1 0.0 0.20
H -1.2313 -4.4673 -2.4857 0.0 0.1 0.1 0.24
H -0.8949 -5.3369 -0.1791 0.0 0.0 0.0 0.20
H -2.3601 -4.3160 -0.2101 0.2 -0.1 0.0 0.25
H -1.5606 -0.2236 0.1066 -0.3 0.0 -0.1 0.25
H -0.2057 1.3392 -1.6885 0.2 0.0 0.1 0.24
H 1.1271 2.0669 -5.0556 -0.1 0.0 -0.1 0.21
H 0.0111 1.4967 -3.8234 -0.2 0.0 0.0 0.20

# 2
52
Properties=species:S:1:pos:R:3:forces:R:3:nbo_charge:R:1 method="wB97M-V/def2-TZVPD" multiplicity=1 homo_lumo_gap_ev=9.276 homo_ha=-0.343 smiles="O=C(NCc1ccccc1F)[C@@H]1CCCN(S(=O)(=O)c2ccc(-n3cnnn3)cc2)C1"
O -0.8176 -0.8429 1.9949 -0.1 0.0 0.3 -0.64
C -0.8366 -1.5998 1.0470 -0.3 -0.4 -0.2 0.70
N 0.2698 -2.2471 0.6211 0.4 -0.2 -0.1 -0.61
C 1.5677 -2.0102 1.2041 0.1 0.0 0.3 -0.25
C 2.5270 -1.3229 0.2653 0.2 -0.1 0.1 -0.13
C 2.1240 -0.6925 -0.9037 0.1 -0.1 0.0 -0.22
C 3.0465 -0.0778 -1.7345 0.0 0.0 -0.1 -0.22
C 4.3914 -0.0740 -1.4070 -0.1 -0.1 0.0 -0.19
C 4.8189 -0.6858 -0.2410 -0.1 -0.2 0.2 -0.29
C 3.8840 -1.2986 0.5692 -0.1 0.1 -0.3 0.45
F 4.2973 -1.8998 1.7083 0.0 0.0 0.0 -0.34
C -2.0948 -1.9063 0.2347 -0.1 0.3 0.1 -0.33
C -1.9070 -1.4547 -1.2230 -0.1 -0.2 -0.1 -0.39
C -3.2541 -1.4582 -1.9398 0.1 0.1 0.2 -0.42
C -4.1839 -0.4090 -1.3131 -0.3 0.1 -0.5 -0.22
N -3.8101 -0.1212 0.0495 0.1 1.0 0.2 -0.70
S -3.6014 1.4333 0.5692 0.0 -0.1 -0.1 2.35
O -4.0204 1.5046 1.9350 0.3 -0.2 0.1 -0.93
O -4.2263 2.2775 -0.4070 0.2 -0.1 -0.2 -0.94
C -1.8328 1.7557 0.5242 -0.7 0.0 0.2 -0.36
C -1.2143 1.9800 -0.6927 0.1 0.1 0.0 -0.13
C 0.1525 2.1825 -0.7357 0.0 -0.1 0.0 -0.24
C 0.8821 2.1605 0.4511 -0.9 0.0 -0.1 0.15
N 2.2663 2.3487 0.3819 1.4 0.0 0.7 -0.21
C 3.2472 2.0880 1.2854 -0.4 0.1 -0.5 0.17
N 4.3925 2.4202 0.7562 0.3 -0.3 1.0 -0.29
N 4.1199 2.8847 -0.4586 0.6 0.4 -0.6 -0.06
N 2.8825 2.8476 -0.7009 -1.1 0.3 -0.6 -0.05
C 0.2498 1.9764 1.6755 0.2 0.1 -0.3 -0.21
C -1.1181 1.7702 1.7054 -0.1 0.1 0.0 -0.13
C -3.3366 -1.2156 0.8460 0.2 -0.3 0.5 -0.23
H 0.2221 -2.8801 -0.1604 -0.2 0.1 0.0 0.40
H 1.3977 -1.3827 2.0864 0.1 -0.2 -0.1 0.25
H 2.0058 -2.9560 1.5419 -0.1 0.1 0.0 0.22
H 1.0748 -0.6759 -1.1590 -0.1 0.0 0.0 0.22
H 2.7123 0.4111 -2.6364 0.0 0.1 -0.1 0.22
H 5.1047 0.4213 -2.0456 0.1 0.1 -0.1 0.23
H 5.8566 -0.6844 0.0495 0.1 0.0 0.1 0.24
H -2.2458 -2.9910 0.2529 0.0 0.0 0.0 0.22
H -1.2135 -2.1192 -1.7428 0.1 0.1 0.0 0.21
H -1.4916 -0.4444 -1.2402 0.1 -0.1 0.0 0.21
H -3.1187 -1.2471 -3.0007 -0.1 -0.1 0.0 0.22
H -3.6973 -2.4516 -1.8498 0.0 -0.1 -0.1 0.20
H -5.2227 -0.7631 -1.3387 0.1 0.1 0.0 0.20
H -4.1449 0.5395 -1.8489 -0.1 -0.2 -0.2 0.24
H -1.8119 2.0156 -1.5903 0.0 0.0 -0.2 0.23
H 0.6704 2.3629 -1.6644 0.0 0.0 -0.1 0.25
H 3.1039 1.6674 2.2560 -0.1 -0.1 0.2 0.22
H 0.8108 1.9926 2.5958 0.1 0.0 0.1 0.22
H -1.6431 1.6216 2.6337 0.0 0.0 0.1 0.26
H -4.1471 -1.9431 0.9664 0.0 0.1 0.0 0.20
H -3.0879 -0.8070 1.8273 0.0 -0.3 0.0 0.26

# 3
21
Properties=species:S:1:pos:R:3:forces:R:3:nbo_charge:R:1 method="wB97M-V/def2-TZVPD" relative_energy_kj_mol=481.27 multiplicity=1 homo_lumo_gap_ev=7.296 homo_ha=-0.258
C -1.8925 1.2766 -2.8050 -0.6 -0.6 -0.2 -0.28
C -2.8544 0.3985 -2.2785 -0.6 0.7 -1.1 -0.18
C -0.7182 1.4032 -2.1427 0.5 -1.2 0.8 -0.19
C -2.6335 -0.3236 -1.1503 0.1 -2.4 -0.1 -0.24
C -0.4421 0.5926 -1.0092 0.4 -0.5 0.8 -0.29
C -1.3251 -0.4529 -0.5533 -1.2 4.5 -2.5 0.20
C 0.0525 -1.5225 0.9063 0.6 -3.4 1.5 0.06
C 1.2297 -0.8294 1.0295 -1.9 0.9 -3.0 -0.06
N -1.1535 -1.3716 0.3294 1.5 -1.5 2.0 -0.58
N 2.5732 0.1083 2.6231 0.1 -3.0 0.7 -0.67
N 2.4537 -0.9022 1.5482 1.6 -0.9 -0.1 -0.51
S 1.0691 0.8247 0.0015 -0.9 -0.5 -0.9 0.44
H -2.0701 1.6732 -3.8016 0.2 0.4 0.4 0.21
H -3.7360 0.3373 -2.9367 0.0 -0.4 1.0 0.21
H 0.0319 1.9654 -2.6122 1.2 1.0 -0.1 0.21
H -3.2890 -1.1723 -0.8477 0.1 1.1 -0.2 0.22
H 0.0573 -2.5842 1.3967 0.5 2.0 -0.4 0.21
H 2.3901 -0.5720 3.4969 1.4 2.6 -2.0 0.38
H 3.5376 0.3937 2.4423 0.0 0.1 1.5 0.36
H 3.3576 -1.1258 0.9688 -2.6 0.7 1.5 0.38
H 0.6004 1.5544 1.0054 -0.3 0.5 0.3 0.12

# 4
42
Properties=species:S:1:pos:R:3:forces:R:3:nbo_charge:R:1 method="wB97M-V/def2-TZVPD" multiplicity=1 homo_lumo_gap_ev=6.400 homo_ha=-0.170 charge=-1
C 3.8828 -2.5053 0.5095 0.0 0.0 -0.1 -0.60
C 3.0692 -1.3082 0.0285 0.0 -0.1 0.1 -0.40
C 3.3741 -0.0584 0.8520 0.0 0.0 -0.1 -0.39
C 2.6932 1.2545 0.3981 -0.2 0.0 0.1 -0.39
C 1.7962 1.1935 -0.8402 0.0 -0.1 0.1 -0.40
C 1.1250 2.5444 -1.0947 -0.1 0.0 -0.1 -0.39
C -0.1822 2.7772 -0.3165 0.0 0.2 0.1 -0.41
C -1.5132 2.6001 -1.0767 0.1 -0.1 -0.3 -0.39
C -2.2924 1.2593 -1.0909 -0.3 0.5 1.0 -0.87
Nb -1.8803 -0.7192 -0.1408 0.5 -0.7 -2.1 0.62
Br -0.4833 -1.8220 -2.0041 -0.1 0.2 0.5 -0.37
P -3.2827 0.2972 1.7470 0.3 -0.5 -0.3 0.62
O -2.9992 -0.4841 3.1588 -0.1 0.2 0.6 -1.00
Br -2.4988 2.3612 2.2570 -0.1 0.2 0.2 -0.32
P -3.8398 -2.3935 -0.6145 0.7 0.2 0.5 1.40
O -3.2459 -3.8140 -1.1603 0.1 -0.3 0.2 -1.00
O -4.6257 -2.8738 0.7254 -0.2 -0.4 0.2 -1.01
S -5.0736 -1.6296 -1.8867 0.0 0.2 -0.2 -0.62
H 4.9555 -2.2930 0.4782 0.0 0.0 0.0 0.19
H 3.6149 -2.7700 1.5357 0.1 0.0 0.0 0.20
H 3.7037 -3.3842 -0.1127 0.0 0.0 0.0 0.21
H 2.0078 -1.5495 0.1058 -0.1 0.0 0.0 0.22
H 3.2569 -1.1326 -1.0334 0.1 0.0 0.0 0.19
H 4.4611 0.0786 0.8765 0.0 0.0 0.0 0.18
H 3.0751 -0.2705 1.8837 0.1 0.0 0.0 0.19
H 2.0650 1.6108 1.2208 0.0 0.1 0.0 0.20
H 3.4473 2.0344 0.2485 0.0 0.0 -0.1 0.19
H 2.3538 0.8601 -1.7191 0.1 0.1 0.0 0.19
H 1.0264 0.4404 -0.6787 -0.1 -0.1 0.0 0.21
H 1.8359 3.3294 -0.8110 0.0 0.0 -0.1 0.19
H 0.9417 2.6836 -2.1656 0.0 0.0 0.0 0.20
H -0.1806 2.1954 0.6084 0.0 -0.1 -0.1 0.21
H -0.1783 3.8234 0.0071 0.0 0.0 0.1 0.20
H -1.3178 2.8946 -2.1162 0.0 0.0 0.0 0.19
H -2.1970 3.3612 -0.6990 0.0 0.0 0.1 0.20
H -3.3186 1.5054 -0.7847 0.0 -0.1 -0.2 0.24
H -2.4091 0.8821 -2.1198 0.2 -0.3 0.1 0.23
H -1.8470 -2.1287 1.0652 -0.3 0.8 0.2 -0.21
H -0.4547 -0.6189 0.9171 -0.5 -0.3 0.0 -0.17
H -2.0797 -0.4165 3.4460 0.0 -0.2 -0.2 0.48
H -2.4711 -4.0733 -0.6339 -0.1 0.2 -0.3 0.50
H -4.3147 -3.7413 1.0300 -0.1 0.4 -0.1 0.49

# 5
17
Properties=species:S:1:pos:R:3:forces:R:3:nbo_charge:R:1 method="wB97M-V/def2-TZVPD" relative_energy_kj_mol=154.91 multiplicity=1 homo_lumo_gap_ev=8.165 homo_ha=-0.539 smiles="O=S(=O)=N[C@]12N=CN=C1C=NC=[NH+]2" charge=+1
O 2.1488 -0.3057 3.3866 1.0 0.2 0.6 -0.74
S 2.1637 -0.1560 1.9916 -0.7 -0.8 -3.0 2.36
O 3.2564 -0.1718 1.0584 0.0 0.4 1.6 -0.79
N 0.8075 -0.2997 1.3652 -1.8 0.9 0.0 -0.90
C 0.2309 0.1689 0.1211 -0.4 -0.3 1.3 0.35
N 0.6816 1.4627 -0.2386 1.7 1.7 1.0 -0.42
C -0.2740 2.3065 -0.1603 1.9 0.9 -0.5 0.29
N -1.5020 1.7355 -0.2417 -4.1 -1.5 0.6 -0.34
C -1.4585 0.5065 0.0361 3.3 0.5 -0.1 0.24
C -2.1518 -0.6968 -0.2409 -1.9 -0.6 -0.9 0.18
N -1.7676 -1.4851 -1.1872 1.5 0.6 -0.3 -0.38
C -0.4489 -1.3883 -1.6436 -1.7 -1.0 2.0 0.38
N 0.4613 -0.8331 -0.8580 -1.1 -1.1 -3.2 -0.47
H -0.2397 3.4329 -0.1151 0.5 -1.5 -0.3 0.25
H -3.0479 -1.0168 0.2693 -0.1 0.1 0.4 0.26
H -0.2402 -2.1552 -2.4240 0.5 1.2 0.4 0.27
H 1.3805 -1.1046 -1.1190 1.4 0.1 0.3 0.45

# 6
7
Properties=species:S:1:pos:R:3:forces:R:3:nbo_charge:R:1 method="wB97M-V/def2-TZVPD" relative_energy_kj_mol=192.39 multiplicity=1 homo_lumo_gap_ev="7.179 / 7.123" homo_ha="-0.315 / -0.312"
C 0.2398 0.6651 0.1164 -1.6 -2.7 -0.6 -0.42
C -1.1052 1.1550 -0.2235 0.6 -0.5 0.1 -0.10
C 0.7359 -0.5937 -0.0915 -2.9 0.0 0.1 -0.25
I -2.6381 -0.2396 0.0342 0.3 0.1 0.0 0.15
H 0.8658 1.4162 0.4739 1.2 1.3 0.2 0.22
H 1.7249 -0.8576 -0.0018 2.5 0.2 0.3 0.19
H 0.1770 -1.5456 -0.3077 -0.2 1.6 -0.1 0.21